Entry from the Open Molecules 2025 dataset: a cluster of 3 separate species, C21H27I2N3O2S in total (ωB97M-V/def2-TZVPD).

XYZ file:
```
56
Properties=species:S:1:pos:R:3:mulliken_charge:R:1
C 3.959 0.235 0.325 -1.4878
C 2.600 0.907 0.354 -0.2992
I 2.922 3.004 0.745 0.0517
C 1.525 0.381 1.357 -1.1616
I 2.362 -0.656 3.061 0.1451
C 0.506 -0.482 0.673 0.8352
C 0.919 -1.677 0.085 -0.3268
C 0.044 -2.501 -0.602 -1.0036
C -1.289 -2.137 -0.726 -0.5966
C -1.719 -0.965 -0.129 1.0337
C -0.843 -0.124 0.567 -0.2704
N -1.357 1.053 1.141 -0.3426
C -2.158 1.859 0.305 0.2774
C -1.932 3.231 0.206 -0.7424
C -2.761 3.997 -0.599 -0.6421
C -3.795 3.403 -1.319 -0.6915
C -4.006 2.034 -1.242 -0.4969
C -3.194 1.271 -0.416 0.7954
S -3.425 -0.476 -0.202 -0.2340
H 3.870 -0.835 0.163 0.2667
H 4.515 0.634 -0.521 0.4662
H 4.548 0.437 1.212 0.5124
H 2.145 0.856 -0.626 0.5638
H 1.087 1.251 1.816 0.5314
H 1.948 -1.990 0.162 0.2682
H 0.379 -3.419 -1.056 0.4086
H -1.992 -2.753 -1.259 0.4080
H -0.658 1.592 1.622 0.2318
H -1.115 3.667 0.762 0.3489
H -2.572 5.056 -0.660 0.3818
H -4.415 4.027 -1.943 0.3836
H -4.807 1.576 -1.799 0.3638
C 6.237 -2.943 5.258 -0.9400
N 6.607 -1.606 4.840 0.1183
C 7.184 -0.690 5.809 -0.9484
C 6.433 -1.176 3.575 0.1244
O 6.720 -0.065 3.176 -0.6219
H 5.488 -2.899 6.051 0.3396
H 7.112 -3.480 5.631 0.3501
H 5.823 -3.493 4.416 0.3063
H 6.560 0.200 5.901 0.2932
H 8.176 -0.376 5.485 0.2960
H 7.257 -1.184 6.774 0.3821
H 5.986 -1.941 2.915 0.3075
C -4.859 -0.355 -4.200 -0.8128
N -5.915 -0.361 -5.192 0.1257
C -6.785 0.797 -5.311 -0.9190
C -6.124 -1.407 -6.016 0.1131
O -6.995 -1.456 -6.861 -0.5822
H -5.283 -0.243 -3.200 0.3175
H -4.171 0.472 -4.389 0.3168
H -4.303 -1.289 -4.237 0.2628
H -7.822 0.508 -5.134 0.3121
H -6.717 1.217 -6.314 0.3018
H -6.488 1.548 -4.582 0.3215
H -5.415 -2.237 -5.850 0.2574
```

Calculated values
- LUMO level: 0.02 eV
- Highest occupied orbital energy: -8.083 eV
- 2S+1: 1
- E_tot: -57817.4564 eV
- SMILES: C[C@H](I)[C@H](I)c1cccc2c1Nc1ccccc1S2.CN(C)C=O.CN(C)C=O

***

Entry from the Open Molecules 2025 dataset: the molecule C21H27N3O5S (ωB97M-V/def2-TZVPD).

XYZ file:
```
57
Properties=species:S:1:pos:R:3:mulliken_charge:R:1
C -6.883 -0.940 0.697 -1.4896
C -5.418 -0.859 0.402 1.1310
C -4.981 -0.433 -0.850 -0.8900
C -3.631 -0.363 -1.140 -0.5871
C -2.716 -0.723 -0.169 -0.3271
S -0.986 -0.623 -0.550 1.9407
O -0.738 0.429 -1.490 -0.6192
O -0.213 -0.611 0.669 -0.7626
N -0.724 -2.068 -1.381 -0.2823
C 0.537 -2.004 -2.112 -1.0871
C 1.682 -2.067 -1.094 1.0631
O 1.735 -3.062 -0.386 -0.6883
N 2.562 -1.053 -0.952 0.1155
C 2.653 0.122 -1.783 -0.8535
C 2.413 1.475 -1.088 0.4734
O 2.898 2.490 -1.550 -0.7300
N 1.674 1.428 0.029 0.6912
C 1.140 2.635 0.635 -0.9675
C -0.293 2.824 0.258 0.5161
C -0.870 3.497 -0.777 -0.6543
C -2.263 3.270 -0.669 -0.5435
C -2.427 2.472 0.419 -0.5304
O -1.242 2.195 0.988 -0.3377
C 3.584 -1.289 0.080 -0.1568
C 2.997 -1.284 1.514 -0.2423
C 3.853 -0.299 2.311 -0.5120
C 5.186 -0.303 1.571 -0.8975
C 4.744 -0.290 0.110 -0.7329
C -3.122 -1.148 1.080 -0.5161
C -4.476 -1.215 1.362 -0.8543
H -7.319 -1.795 0.180 0.3088
H -7.395 -0.046 0.345 0.3731
H -7.064 -1.055 1.762 0.3594
H -5.707 -0.151 -1.598 0.3926
H -3.268 -0.019 -2.094 0.4977
H -0.687 -2.835 -0.718 0.3755
H 0.485 -1.104 -2.718 0.3054
H 0.603 -2.884 -2.756 0.4226
H 1.912 0.082 -2.581 0.3658
H 3.639 0.167 -2.260 0.4057
H 1.172 0.579 0.263 -0.5531
H 1.736 3.474 0.269 0.5796
H 1.228 2.547 1.722 0.3311
H -0.363 4.076 -1.520 0.5611
H -3.031 3.648 -1.313 0.4945
H -3.302 2.056 0.880 0.6074
H 3.978 -2.292 -0.125 0.6372
H 1.944 -1.012 1.511 -0.2744
H 3.068 -2.286 1.934 0.4444
H 3.419 0.701 2.269 0.0775
H 3.951 -0.589 3.356 0.4132
H 5.737 -1.219 1.793 0.3214
H 5.814 0.550 1.820 0.4288
H 4.407 0.715 -0.134 0.2322
H 5.544 -0.568 -0.576 0.3525
H -2.375 -1.401 1.816 0.5236
H -4.804 -1.541 2.338 0.3471
```

Calculated values
- LUMO level: 0.39 eV
- Highest occupied orbital energy: -8.340 eV
- 2S+1: 1
- E_tot: -47758.4705 eV
- SMILES: Cc1ccc(S(=O)(=O)NCC(=O)N(CC(=O)NCc2ccco2)C2CCCC2)cc1

***

Entry from the Open Molecules 2025 dataset: a cluster of 3 separate species, C21H27N4O in total (ωB97M-V/def2-TZVPD).

XYZ file:
```
53
Properties=species:S:1:pos:R:3:mulliken_charge:R:1
C 1.763 0.883 1.440 -0.8763
C 1.868 1.618 -0.032 0.8254
C 3.304 1.287 -0.814 -0.8223
C 3.894 -0.210 -0.498 0.3278
C 3.983 -1.289 -1.729 -0.4002
N 4.529 -2.521 -1.040 -0.1149
C 4.792 -2.300 0.433 -0.1664
N 4.420 -0.862 0.762 -0.0732
O 0.686 1.210 -0.806 -0.3114
C -0.539 1.893 -0.361 -0.0645
C -1.841 0.846 -0.317 0.2990
C -2.630 0.657 1.117 -0.2905
C -3.942 -0.338 1.260 -0.4326
C -4.472 -1.200 -0.063 -0.4018
C -3.703 -1.041 -1.512 -0.3496
C -2.393 -0.006 -1.604 -0.4093
H 0.855 1.235 2.092 0.2005
H 1.751 -0.298 1.334 0.3041
H 2.782 1.142 2.002 0.1867
H 1.846 2.788 0.146 -0.1765
H 4.100 2.160 -0.682 0.3613
H 3.022 1.307 -1.973 0.3092
H 3.689 -1.122 -2.850 0.3490
H 4.722 -3.442 -1.498 0.2666
H 5.192 -3.004 1.282 0.3629
H 4.447 -0.349 1.689 0.3289
H -0.849 2.783 -1.093 0.2867
H -0.485 2.365 0.709 0.0408
H -2.269 1.230 2.096 0.1871
H -4.486 -0.418 2.292 0.2970
H -5.412 -1.886 0.110 0.3460
H -4.100 -1.653 -2.451 0.3522
H -1.840 0.108 -2.643 0.2423
N -3.435 -5.990 -3.355 -0.0024
C -3.194 -4.924 -2.527 -0.6701
C -4.234 -4.838 -1.629 -0.0817
C -5.131 -5.893 -1.922 -0.6113
C -4.612 -6.590 -2.990 -0.4044
H -2.837 -6.287 -4.115 0.1933
H -2.306 -4.318 -2.649 0.3949
H -4.335 -4.097 -0.847 0.4281
H -6.057 -6.121 -1.408 0.3745
H -4.978 -7.458 -3.521 0.3698
N 2.149 6.237 2.002 -0.0361
C 1.261 5.205 1.842 -0.6789
C 1.161 4.540 3.043 -0.0282
C 2.014 5.196 3.961 -0.7823
C 2.610 6.242 3.293 -0.4140
H 2.422 6.892 1.280 0.2070
H 0.779 5.033 0.889 0.5029
H 0.539 3.675 3.237 0.4838
H 2.177 4.935 4.999 0.3876
H 3.321 6.987 3.624 0.3831
```

Calculated values
- LUMO level: -4.14 eV
- Charge: +1
- Highest occupied orbital energy: -9.706 eV
- 2S+1: 1
- E_tot: -30201.8204 eV

***

Entry from the Open Molecules 2025 dataset: the ion C21H27N6O4 with charge +1 (ωB97M-V/def2-TZVPD).

XYZ file:
```
58
Properties=species:S:1:pos:R:3:mulliken_charge:R:1
C 3.672 1.946 3.605 -0.8858
O 3.134 1.993 2.298 -0.1700
C 3.768 2.961 1.486 -0.6431
C 3.179 2.881 0.077 -0.6142
N 1.778 3.192 0.100 0.8956
N 1.297 4.422 -0.097 -0.4440
N 0.049 4.390 0.066 -0.8574
N -0.363 3.165 0.376 -0.0560
C 0.717 2.411 0.397 -0.9417
C 0.724 0.963 0.733 0.4848
C 1.280 0.096 -0.368 -0.3878
C 1.112 0.423 -1.709 0.2532
C 1.636 -0.373 -2.710 -0.9453
C 2.346 -1.530 -2.384 0.7914
O 2.896 -2.375 -3.266 -0.4479
C 2.780 -2.116 -4.650 -0.8485
C 2.521 -1.855 -1.032 -1.1377
C 2.001 -1.054 -0.044 -0.1620
N -0.695 0.600 1.109 -0.0146
C -1.603 0.439 -0.053 -0.2420
C -3.037 0.210 0.438 -1.3198
N -3.084 -0.945 1.294 0.1800
C -3.516 -2.217 0.974 0.4584
O -3.141 -3.164 1.640 -0.6699
C -4.467 -2.412 -0.116 0.4396
C -4.997 -3.622 -0.504 -0.3769
C -5.910 -3.345 -1.538 -0.5667
C -5.881 -1.993 -1.711 -0.4110
O -5.015 -1.418 -0.865 -0.2977
C -2.210 -0.810 2.435 -1.2792
C -0.768 -0.594 1.980 -0.3282
H 3.129 1.170 4.140 0.2708
H 4.736 1.695 3.580 0.3129
H 3.542 2.904 4.117 0.3326
H 4.847 2.769 1.433 0.4502
H 3.610 3.966 1.903 0.4299
H 3.668 3.616 -0.564 0.4109
H 3.309 1.875 -0.329 0.1292
H 1.344 0.832 1.629 0.6483
H 0.573 1.318 -1.988 0.5881
H 1.489 -0.083 -3.737 0.4863
H 3.254 -1.167 -4.919 0.3425
H 1.734 -2.110 -4.969 0.3419
H 3.303 -2.932 -5.144 0.2552
H 3.080 -2.744 -0.790 0.4681
H 2.168 -1.312 0.991 0.5941
H -1.057 1.418 1.622 0.6252
H -1.562 1.349 -0.653 0.4624
H -1.260 -0.415 -0.641 0.2931
H -3.693 0.082 -0.420 0.6126
H -3.379 1.089 0.998 0.3168
H -4.751 -4.574 -0.081 0.5432
H -6.510 -4.049 -2.076 0.4654
H -6.411 -1.344 -2.380 0.4780
H -2.276 -1.734 3.015 0.5655
H -2.548 0.030 3.051 0.3193
H -0.117 -0.454 2.845 0.3611
H -0.425 -1.457 1.406 0.4408
```

Calculated values
- LUMO level: -2.25 eV
- Charge: +1
- Highest occupied orbital energy: -11.475 eV
- 2S+1: 1
- E_tot: -39337.8488 eV
- SMILES: COCCn1nnnc1[C@H](c1ccc(OC)cc1)[NH+]1CCN(C(=O)c2ccco2)CC1

***

Results for largest force on an atom: 0.67; 1.05; 6.73; 1.69 (in eV/A, following the order of the records).